1.
The following is a DFT calculation (wB97M-V/def2-TZVPD) of the molecule C5H8N2 at a distorted geometry.

Last column: Löwdin charge in e.
CARTESIAN COORDINATES (ANGSTROEM)
C  1.5934  0.1496  -1.2827  -0.0521
C  0.2700  0.3670  -0.5967  -0.3469
C  -0.9601  -0.3413  -1.0155  -0.1077
N  -0.2378  -0.7576  0.1796  -0.0789
C  -0.8945  -0.4999  1.4588  -0.1803
C  -0.2414  0.5506  2.2541  -0.2084
N  0.2493  1.3973  2.8695  0.1458
H  1.6665  -0.8862  -1.6278  0.0805
H  2.4235  0.3406  -0.5950  0.0779
H  1.6969  0.8170  -2.1448  0.0772
H  0.1217  1.3606  -0.1692  0.1351
H  -1.9096  0.1762  -0.8731  0.1083
H  -0.9439  -1.0496  -1.8402  0.1083
H  -1.9443  -0.2019  1.3349  0.1205
H  -0.8896  -1.4223  2.0480  0.1207

Calculated values
2S+1 = 1
Lowest unoccupied orbital energy = 0.94 eV
SMILES = C[C@H]1CN1CC#N
Orbital gap = 0.392 Eh

***

2.
The following is a DFT calculation (wB97M-V/def2-TZVPD) of the molecule C5H8N2.

Last column: Löwdin charge in e.
CARTESIAN COORDINATES (ANGSTROEM)
C  -1.1791  1.5984  0.7828  -0.0424
C  -0.2194  0.5572  0.3019  -0.3818
C  0.5136  0.4712  -0.9000  -0.1332
C  0.8334  -0.7389  -1.7097  -0.1542
N  -0.0141  -1.7262  -1.4680  0.0158
C  1.7478  -0.4116  0.6136  0.0562
N  0.4969  -0.2378  1.1441  -0.0618
H  -0.6586  2.4688  1.2060  0.0823
H  -1.8226  1.9448  -0.0305  0.0766
H  -1.8259  1.1911  1.5693  0.0761
H  0.6353  1.3854  -1.4902  0.1034
H  -0.7722  -1.6729  -0.7819  0.0981
H  0.1003  -2.6130  -1.9387  0.0860
H  2.0496  -1.4756  0.7600  0.0291
H  0.1150  -0.7409  1.9414  0.1498

Calculated values
2S+1 = 1
Lowest unoccupied orbital energy = 0.74 eV
Orbital gap = 0.305 Eh

***

3.
The following is a DFT calculation (wB97M-V/def2-TZVPD) of the molecule C5H8N2.

Last column: Löwdin charge in e.
CARTESIAN COORDINATES (ANGSTROEM)
N  -0.9578  -0.3921  -2.0045  0.0355
C  -0.7661  -1.0420  -0.7815  -0.2525
C  0.3288  -1.6065  -0.2841  -0.1375
N  1.2754  -1.5664  0.5199  0.0581
C  0.5174  0.8443  0.3982  -0.2352
C  1.2451  -0.2143  1.1679  -0.2193
C  -0.4391  1.5791  0.9499  0.0057
H  -1.6978  -0.8458  -2.5221  0.0782
H  -0.1207  -0.3419  -2.5731  0.0879
H  -1.6435  -1.0866  -0.1435  0.1233
H  0.9144  1.0917  -0.5878  0.1100
H  0.7646  -0.3515  2.1459  0.1146
H  2.2591  0.1617  1.3365  0.1097
H  -0.7550  2.5154  0.5099  0.0566
H  -0.9248  1.2547  1.8685  0.0647

Calculated values
2S+1 = 1
Lowest unoccupied orbital energy = 0.91 eV
SMILES = C=CCN=C=CN
Orbital gap = 0.332 Eh

***

4.
The following is a DFT calculation (wB97M-V/def2-TZVPD) of a structure of composition C5H8N2.

Last column: Löwdin charge in e.
CARTESIAN COORDINATES (ANGSTROEM)
C  2.4224  -0.6419  -0.9012  -0.0546
C  -0.8471  0.3711  2.3065  -0.0169
C  -0.4066  -0.4205  1.2468  -0.0891
C  -1.0968  0.2848  0.2355  -0.3489
N  -1.4997  -0.1778  -0.9805  0.1377
C  -1.4655  1.5828  0.7765  -0.1241
N  -1.0396  1.6677  2.0259  0.0367
H  2.1682  -1.6967  -0.7638  0.0154
H  1.9430  -0.2625  -1.8075  0.0164
H  3.5067  -0.5434  -0.9950  0.0154
H  -0.1937  -1.4805  1.2404  0.0918
H  -2.4112  0.0837  -1.3239  0.1028
H  -1.1784  -1.0869  -1.2758  0.1029
H  -1.9731  2.3899  0.2554  0.1094
H  2.0715  -0.0698  -0.0391  0.0050

Calculated values
2S+1 = 1
Lowest unoccupied orbital energy (alpha / beta) = -0.72 / -0.45 eV
Orbital gap (alpha / beta) = 0.284 / 0.284 Eh

***

5.
The following is a DFT calculation (wB97M-V/def2-TZVPD) of the molecule C5H8N2 at a distorted geometry.

Last column: Löwdin charge in e.
CARTESIAN COORDINATES (ANGSTROEM)
C  0.2713  -1.0817  2.3349  -0.1486
C  -0.0940  -1.2892  0.8945  -0.0350
C  -0.9481  0.3917  -1.0585  -0.1231
C  -1.2572  -0.4713  0.1494  -0.4262
N  -2.2635  -0.7946  0.7953  0.2069
N  0.1912  0.9172  -0.9315  -0.0281
C  0.8320  1.6078  -2.0137  -0.1299
H  -0.3669  -0.3064  2.7363  0.0611
H  0.1826  -1.9804  2.9658  0.0735
H  1.3345  -0.7740  2.4318  0.0826
H  0.6096  -2.0763  0.4942  0.1041
H  -1.5747  0.4832  -1.9718  0.1266
H  0.4492  1.3318  -3.0062  0.0766
H  1.8944  1.3543  -1.9507  0.0770
H  0.7396  2.6877  -1.8698  0.0824

Calculated values
2S+1 = 1
Lowest unoccupied orbital energy (alpha / beta) = 0.00 / 0.35 eV
Orbital gap (alpha / beta) = 0.299 / 0.342 Eh

***

6.
The following is a DFT calculation (wB97M-V/def2-TZVPD) of the molecule C5H8N2 at a distorted geometry.

Last column: Löwdin charge in e.
CARTESIAN COORDINATES (ANGSTROEM)
C  2.3287  -0.5285  -0.1016  -0.0372
C  0.9208  0.0249  0.0024  -0.3574
C  -0.1981  -0.6905  -0.3466  -0.0357
C  -1.3442  0.0533  0.0339  -0.3745
N  -2.7438  -0.1837  -0.1364  0.0503
C  -0.9543  1.2483  0.5910  -0.0320
N  0.5498  1.2326  0.5241  0.0567
H  2.4675  -1.3517  0.6114  0.0786
H  2.4629  -0.9631  -1.1012  0.0789
H  3.1461  0.1872  0.0554  0.0710
H  -0.1627  -1.6586  -0.8204  0.1022
H  -3.0453  -0.3423  -1.0882  0.0703
H  -3.1362  -0.8741  0.4902  0.0709
H  -1.6505  2.0841  0.3939  0.1089
H  1.3593  1.7621  0.8920  0.1490

Calculated values
2S+1 = 1
Lowest unoccupied orbital energy = 1.06 eV
SMILES = Cc1cc(N)c[nH]1
Orbital gap = 0.330 Eh

***

7.
The following is a DFT calculation (wB97M-V/def2-TZVPD) of the molecule C5H8N2.

Last column: Löwdin charge in e.
CARTESIAN COORDINATES (ANGSTROEM)
C  -1.3205  -0.0369  -1.3346  -0.0489
C  -0.5415  -0.7954  -0.2916  -0.2989
N  0.8875  -1.0329  -0.4679  0.0974
C  0.4518  -0.1001  0.5781  -0.4770
C  0.8653  1.3366  0.3404  -0.0194
C  0.5432  -0.5286  1.9692  -0.1557
N  0.6415  -0.8307  3.0790  0.1554
H  -2.0119  0.6432  -0.8283  0.0856
H  -0.6620  0.5483  -1.9798  0.0759
H  -1.9112  -0.7081  -1.9646  0.0773
H  -1.0755  -1.6323  0.1560  0.1433
H  1.1726  -1.9235  -0.0655  0.1076
H  0.8681  1.5267  -0.7337  0.0766
H  0.2074  2.0569  0.8365  0.0910
H  1.8852  1.4767  0.7067  0.0896

Calculated values
2S+1 = 1
Lowest unoccupied orbital energy = 0.87 eV
SMILES = C[C@H]1N[C@]1(C)C#N
Orbital gap = 0.403 Eh

***

8.
The following is a DFT calculation (wB97M-V/def2-TZVPD) of the molecule C5H8N2.

Last column: Löwdin charge in e.
CARTESIAN COORDINATES (ANGSTROEM)
C  1.1611  1.6278  0.7524  -0.1071
N  0.4060  0.6992  -0.0132  -0.0620
C  -0.3107  0.9309  -1.0241  -0.1490
C  -1.0361  -0.2556  -1.5200  -0.0789
C  -0.9434  -1.3745  -0.7892  -0.0654
C  -0.3545  -1.4082  0.5907  -0.3170
N  0.5598  -2.2141  0.9478  0.0638
H  1.2360  1.2001  1.7556  0.0770
H  2.1727  1.6998  0.3423  0.0878
H  0.7175  2.6238  0.8165  0.0769
H  -0.3771  1.9216  -1.5001  0.1210
H  -1.5962  -0.2007  -2.4468  0.0928
H  -1.3865  -2.2966  -1.1572  0.1048
H  -0.9365  -0.7815  1.2824  0.1179
H  0.6879  -2.1721  1.9630  0.0376

Calculated values
2S+1 = 1
Lowest unoccupied orbital energy = 0.49 eV
SMILES = [H]/N=C/C=C\C=N\C
Orbital gap = 0.348 Eh

***

9.
The following is a DFT calculation (wB97M-V/def2-TZVPD) of the molecule C5H8N2.

Last column: Löwdin charge in e.
CARTESIAN COORDINATES (ANGSTROEM)
C  -0.1455  -0.9726  2.7173  -0.0571
N  0.0119  -0.9300  1.2448  -0.3660
C  0.0435  0.4847  0.7535  -0.0778
C  0.4295  0.6395  -0.4766  -0.0592
C  -0.3733  0.8432  -2.7293  -0.0961
C  0.6849  0.4497  -1.7391  -0.1348
N  0.2613  -1.8992  0.5666  0.1083
H  0.7422  -0.5149  3.1662  0.0858
H  -0.2150  -2.0247  2.9833  0.0770
H  -1.0360  -0.4132  3.0157  0.0794
H  -0.1794  1.2667  1.4719  0.0986
H  0.0169  1.7013  -3.2861  0.0769
H  -1.2597  1.1788  -2.1836  0.0781
H  -0.6540  0.0584  -3.4347  0.0739
H  1.6728  0.1322  -2.0700  0.1128

Calculated values
2S+1 = 1
Lowest unoccupied orbital energy = 0.88 eV
Orbital gap = 0.317 Eh

***

10.
The following is a DFT calculation (wB97M-V/def2-TZVPD) of the molecule C5H8N2 at a distorted geometry.

Last column: Löwdin charge in e.
CARTESIAN COORDINATES (ANGSTROEM)
C  -1.4284  1.0604  -0.4789  -0.0679
C  -0.8674  0.2937  1.4108  -0.0908
C  -0.0136  0.8159  0.3208  -0.2747
C  0.8849  -0.3091  -0.1555  -0.3069
N  1.8780  -0.1855  -1.1392  0.0838
C  0.4271  -1.4111  0.4623  -0.0599
N  -0.6477  -1.0217  1.3047  -0.0433
H  -2.1943  0.2627  -0.5024  0.0842
H  -1.9371  1.9716  -0.1256  0.0775
H  -1.0514  1.1975  -1.4781  0.0638
H  0.4358  1.8153  0.3688  0.1341
H  2.4776  -1.0000  -1.2180  0.0861
H  2.4569  0.6391  -1.0317  0.0836
H  0.7471  -2.4455  0.4054  0.1099
H  -1.1677  -1.6833  1.8566  0.1206

Calculated values
2S+1 = 1
Lowest unoccupied orbital energy = 0.98 eV
Orbital gap = 0.326 Eh

***

11.
The following is a DFT calculation (wB97M-V/def2-TZVPD) of the molecule C5H8N2.

Last column: Löwdin charge in e.
CARTESIAN COORDINATES (ANGSTROEM)
C  0.1959  0.1329  2.3838  -0.0638
C  0.2636  0.1068  0.8855  -0.3003
C  1.1787  -0.6333  0.1861  -0.1018
N  0.8244  -0.6397  -1.1365  0.0631
C  -0.3204  0.0896  -1.3077  -0.3861
N  -0.9199  0.1394  -2.5924  0.0730
C  -0.6731  0.5961  -0.0749  -0.0140
H  0.7603  0.9423  2.8609  0.0729
H  -0.8551  0.2202  2.6800  0.0750
H  0.5606  -0.7951  2.7851  0.0627
H  2.0423  -1.1684  0.5528  0.1148
H  1.2414  -1.1899  -1.8692  0.1487
H  -1.9005  -0.1177  -2.5229  0.0768
H  -0.8731  1.0831  -2.9622  0.0754
H  -1.5253  1.2338  0.1318  0.1035

Calculated values
2S+1 = 1
Lowest unoccupied orbital energy = 1.05 eV
SMILES = Cc1c[nH]c(N)c1
Orbital gap = 0.329 Eh

***

12.
The following is a DFT calculation (wB97M-V/def2-TZVPD) of the molecule C5H8N2 at a distorted geometry.

Last column: Löwdin charge in e.
CARTESIAN COORDINATES (ANGSTROEM)
C  -1.8384  -0.8921  0.4938  -0.0533
C  -0.6628  -0.2569  -0.2053  -0.3404
C  -0.5252  1.2129  -0.3363  -0.1108
N  0.2965  0.4787  0.6127  -0.0822
C  1.7348  0.3849  0.3746  -0.1743
C  2.1486  -0.4782  -0.7593  -0.2105
N  2.4752  -1.1921  -1.6095  0.1451
H  -2.0967  -0.3062  1.3807  0.0798
H  -1.6106  -1.9174  0.8033  0.0751
H  -2.7122  -0.9258  -0.1680  0.0781
H  -0.2427  -0.8236  -1.0389  0.1248
H  -0.0728  1.5932  -1.2528  0.1134
H  -1.2557  1.8776  0.1228  0.1087
H  2.1300  1.3974  0.2174  0.1252
H  2.2232  -0.0154  1.2747  0.1213

Calculated values
2S+1 = 1
Lowest unoccupied orbital energy = 0.95 eV
SMILES = C[C@H]1CN1CC#N
Orbital gap = 0.394 Eh

***

13.
The following is a DFT calculation (wB97M-V/def2-TZVPD) of the molecule C5H8N2 at a distorted geometry.

Last column: Löwdin charge in e.
CARTESIAN COORDINATES (ANGSTROEM)
C  0.3631  -1.2055  -2.0363  -0.0423
N  0.2701  -0.6711  -0.7063  -0.1709
C  1.1098  -0.8971  0.3172  -0.1773
N  0.8650  -0.1089  1.3400  0.1012
C  -0.2111  0.6571  0.9747  -0.3647
C  -0.7780  1.6897  1.8785  -0.0513
C  -0.5615  0.3787  -0.3144  -0.0443
H  -0.1705  -0.6507  -2.8066  0.0919
H  1.4053  -1.1953  -2.3287  0.0869
H  0.0175  -2.2315  -2.1089  0.0857
H  1.8896  -1.6450  0.2690  0.1258
H  -0.9921  1.2818  2.8668  0.0749
H  -0.0630  2.5052  2.0109  0.0777
H  -1.6955  2.1078  1.4628  0.0741
H  -1.4310  -0.0416  -0.8271  0.1326

Calculated values
2S+1 = 1
Lowest unoccupied orbital energy = 0.89 eV
SMILES = Cc1cn(C)cn1
Orbital gap = 0.349 Eh

***

14.
The following is a DFT calculation (wB97M-V/def2-TZVPD) of a structure of composition C5H8N2.

Last column: Löwdin charge in e.
CARTESIAN COORDINATES (ANGSTROEM)
C  -0.0774  1.7735  -0.8024  -0.0227
N  -0.5379  1.1694  0.3700  -0.2067
C  0.5462  0.8696  1.2513  -0.0963
C  0.8313  -0.4208  1.0997  -0.0257
C  -0.1138  -0.9240  0.0617  -0.4331
N  -0.2241  -2.3090  -0.1757  0.0693
C  -1.2095  -0.0003  0.1037  -0.1157
H  0.4415  -0.0983  -0.9572  0.2089
H  -0.7798  1.7611  -1.6337  0.0557
H  0.4668  2.7119  -0.6738  0.0563
H  1.0588  1.6732  1.7637  0.1207
H  1.6319  -0.9964  1.5467  0.1115
H  0.6817  -2.7541  -0.2573  0.0833
H  -0.7642  -2.5112  -1.0079  0.0854
H  -1.9516  0.0552  -0.6888  0.1090

Calculated values
2S+1 = 1
Lowest unoccupied orbital energy (alpha / beta) = 0.68 / 0.68 eV
Orbital gap (alpha / beta) = 0.297 / 0.297 Eh

***

15.
The following is a DFT calculation (wB97M-V/def2-TZVPD) of a structure of composition C5H8N2 at a distorted geometry.

Last column: Löwdin charge in e.
CARTESIAN COORDINATES (ANGSTROEM)
C  1.1915  -0.2135  -1.1059  -0.0568
C  0.6723  0.3121  0.2173  -0.3851
N  1.4709  -0.0175  1.2962  0.1047
C  -0.1298  1.4759  0.2841  -0.1379
C  -2.3028  -0.8996  -0.0695  -0.0019
N  -1.2908  1.3752  -0.3858  0.0655
C  -1.5052  0.1100  -0.3270  -0.2277
H  1.0625  0.0813  2.2135  0.0970
H  2.0726  -0.8221  1.1950  0.0934
H  0.0422  2.3014  0.9702  0.1116
H  1.0996  -1.3011  -1.1576  0.0777
H  2.2535  0.0432  -1.2056  0.0838
H  0.6564  0.2154  -1.9509  0.0838
H  -1.9489  -1.9181  -0.1689  0.0401
H  -3.3439  -0.7427  0.1950  0.0517

Calculated values
2S+1 = 1
Lowest unoccupied orbital energy = 0.92 eV
Orbital gap = 0.317 Eh

***

16.
The following is a DFT calculation (wB97M-V/def2-TZVPD) of the molecule C5H8N2.

Last column: Löwdin charge in e.
CARTESIAN COORDINATES (ANGSTROEM)
C  -1.5012  -1.4887  -0.3679  -0.0426
C  -0.4406  -0.5233  0.0853  -0.3627
C  -0.5937  0.6848  0.7299  -0.1213
C  0.2683  1.8975  0.6401  -0.1539
N  0.7846  2.0247  -0.5780  0.0116
C  1.5067  -0.2334  1.2196  0.0605
N  0.9118  -0.8567  0.1770  -0.0694
H  -1.7574  -2.2134  0.4141  0.0797
H  -2.4101  -0.9440  -0.6454  0.0774
H  -1.1855  -2.0527  -1.2575  0.0771
H  -1.4833  0.8554  1.3336  0.0990
H  0.6338  1.3606  -1.3438  0.0995
H  1.3119  2.8526  -0.8149  0.0846
H  2.5506  0.0142  0.9558  0.0165
H  1.4042  -1.3776  -0.5480  0.1440

Calculated values
2S+1 = 1
Lowest unoccupied orbital energy = 0.69 eV
Orbital gap = 0.309 Eh

***

17.
The following is a DFT calculation (wB97M-V/def2-TZVPD) of the molecule C5H8N2 at a distorted geometry.

Last column: Löwdin charge in e.
CARTESIAN COORDINATES (ANGSTROEM)
C  0.6711  -0.5136  -1.3010  0.0403
C  0.7552  0.4985  1.0236  -0.1846
C  0.0633  1.4650  0.0775  -0.2084
N  -0.5980  0.2216  -0.4661  -0.0632
C  -0.5278  -0.3047  0.9499  -0.3539
C  -0.5675  -1.7777  0.9604  -0.1739
N  -0.5924  -2.9296  0.8566  0.1503
H  0.5308  -0.1017  -2.2907  0.0669
H  1.7097  -0.3320  -0.9645  0.0861
H  0.4955  -1.5869  -1.2447  0.0648
H  1.1633  0.8164  1.9663  0.0415
H  0.5981  1.9878  -0.7254  0.1051
H  -0.7190  2.1470  0.4811  0.1075
H  -1.5717  0.3359  -0.8406  0.1826
H  -1.4106  0.0742  1.5175  0.1387

Calculated values
2S+1 = 1
Lowest unoccupied orbital energy = 0.58 eV
Orbital gap = 0.262 Eh

***

Taking the records one at a time from the top gives relative energy (zero: lowest compared OMol25 entry of this formula, charge and spin) values of 1.734, 6.316, 3.305, 4.228, 4.851, 1.147, 1.262, 2.369, 4.606, 2.975, 0.192, 1.701, 1.109, 5.088, 3.430, 6.126, 5.602 eV.